The following is a DFT calculation (ωB97M-V with the def2-TZVPD basis set) of a molecular structure, C4F5N3SbSe4Tc.

Geometry as XYZ:
```
18
C4F5N3SbSe4Tc, DFT ωB97M-V with the def2-TZVPD basis set
Tc -0.254 -0.955 -0.039
Se 4.959 -1.324 1.344
Sb 4.144 0.011 2.977
Se 1.245 -2.025 -1.154
Se 0.264 -0.816 2.067
Se 3.367 1.334 4.635
N -1.987 -1.066 -0.563
C -3.172 -1.226 -0.895
N -4.288 -1.375 -1.201
C -5.529 -1.536 -1.588
N -6.619 -1.679 -1.927
F -0.571 1.825 0.076
C 0.276 1.029 -0.596
F 0.010 1.124 -1.907
C 1.718 1.557 -0.371
F 1.793 2.811 -0.749
F 2.046 1.486 0.941
F 2.599 0.826 -1.049
```

As for the charge: +2. For the HOMO-LUMO gap, the calculation gives 6.5 eV. The relative energy (zero: lowest compared OMol25 entry of this formula, charge and spin) is 8.6 kcal per mole.

The following is a DFT calculation (ωB97M-V with the def2-TZVPD basis set) of 9 unconnected molecules or ions with the total composition C3H22BF4O8 in a non-equilibrium geometry.

Geometry as XYZ:
```
38
C3H22BF4O8, DFT ωB97M-V with the def2-TZVPD basis set
B 0.496 0.143 -0.955
F 0.697 1.405 -0.392
F -0.686 -0.419 -0.422
F 0.462 0.144 -2.351
F 1.616 -0.635 -0.554
C 1.574 0.642 3.017
O 2.626 1.592 3.092
H 1.756 -0.183 3.704
H 0.606 1.080 3.293
H 1.423 0.228 2.019
H 2.505 2.148 2.304
C -0.378 -3.753 -0.095
O -0.277 -2.847 0.955
H -1.072 -3.483 -0.903
H 0.599 -4.012 -0.540
H -0.683 -4.738 0.283
H 0.081 -2.034 0.570
C -3.308 -0.207 2.215
O -2.979 -1.534 1.886
H -3.646 -0.235 3.258
H -2.456 0.480 2.168
H -4.160 0.215 1.669
H -2.710 -1.549 0.959
O -1.969 2.529 -0.265
H -1.827 2.851 0.631
H -1.088 2.289 -0.576
O 3.950 0.023 -2.069
H 4.549 -0.723 -2.155
H 3.108 -0.369 -1.777
O -2.759 -0.686 -2.249
H -2.704 -1.563 -2.641
H -1.980 -0.627 -1.664
O -0.319 1.798 -4.359
H 0.400 1.736 -4.993
H 0.028 1.367 -3.550
O 2.701 3.176 0.471
H 3.623 3.078 0.207
H 2.203 2.672 -0.194
```

As for the charge: -1. For the HOMO-LUMO gap, the calculation gives 10.1 eV. The relative energy (zero: lowest compared OMol25 entry of this formula, charge and spin) is 0.0 kcal per mole.

The following is a DFT calculation (ωB97M-V with the def2-TZVPD basis set) of a single C6H8N2O2 molecule in a non-equilibrium geometry.

Geometry as XYZ:
```
18
C6H8N2O2, DFT ωB97M-V with the def2-TZVPD basis set
C -0.059 0.295 0.428
C 0.132 -0.071 1.726
C 0.185 1.722 0.284
C 0.113 2.406 -1.079
C -0.002 -2.058 -0.716
C -0.200 -0.569 -0.839
N 0.712 2.202 1.341
N -0.073 -1.204 2.473
O -1.026 -1.791 1.946
O 0.522 -1.479 3.511
H 0.562 1.895 -1.956
H 0.556 3.450 -0.978
H -0.898 2.647 -1.242
H -0.881 -2.523 -0.187
H 0.888 -2.208 -0.186
H -0.064 -2.458 -1.719
H -1.094 -0.353 -1.365
H 0.627 0.096 -1.443
```

For the HOMO-LUMO gap (alpha / beta), the calculation gives 8.2 / 8.7 eV. The relative energy (zero: lowest compared OMol25 entry of this formula, charge and spin) is 217.8 kcal per mole.

The following is a DFT calculation (ωB97M-V with the def2-TZVPD basis set) of 2 unconnected molecules or ions with the total composition C4H7NO3S in a non-equilibrium geometry.

Geometry as XYZ:
```
16
C4H7NO3S, DFT ωB97M-V with the def2-TZVPD basis set
C -0.385 1.388 1.180
C -0.245 -1.269 -0.647
C 0.650 1.362 0.181
C 0.507 -1.144 0.564
N -1.514 -0.911 -0.714
O -1.598 1.502 0.897
O 0.397 -1.823 -1.576
O 0.244 1.684 -1.069
S 2.212 -1.423 0.507
H -0.033 1.295 2.254
H 1.687 1.035 0.360
H 0.249 -1.258 1.632
H -1.855 -0.173 -0.017
H -1.892 -1.076 -1.635
H -0.657 2.120 -1.045
H 2.233 -1.307 -0.872
```

For the HOMO-LUMO gap (alpha / beta), the calculation gives 7.6 / 7.0 eV. The relative energy (zero: lowest compared OMol25 entry of this formula, charge and spin) is 47.7 kcal per mole.

The following is a DFT calculation (ωB97M-V with the def2-TZVPD basis set) of 2 unconnected molecules or ions with the total composition C5H12O in a non-equilibrium geometry.

Geometry as XYZ:
```
18
C5H12O, DFT ωB97M-V with the def2-TZVPD basis set
C -2.233 0.284 -1.052
C -3.126 1.285 -1.104
O -3.410 2.045 0.001
H -1.507 0.013 -1.819
H -2.107 -0.405 -0.219
H -3.596 1.464 -2.067
H -4.353 1.943 0.219
C 0.665 -0.418 1.064
C 2.132 -0.090 0.739
C 2.742 -1.151 -0.168
H 0.231 -1.276 0.542
H 0.600 -0.647 2.133
H -0.032 0.394 0.851
H 2.110 0.956 0.405
H 2.844 -0.045 1.572
H 3.852 -1.096 -0.201
H 2.502 -1.136 -1.233
H 2.685 -2.123 0.336
```

For the HOMO-LUMO gap, the calculation gives 9.9 eV. As for the structure (SMILES): C=CO.CCC. The relative energy (zero: lowest compared OMol25 entry of this formula, charge and spin) is 60.1 kcal per mole.

The following is a DFT calculation (ωB97M-V with the def2-TZVPD basis set) of 3 unconnected molecules or ions with the total composition C3H10NO3S in a non-equilibrium geometry.

Geometry as XYZ:
```
18
C3H10NO3S, DFT ωB97M-V with the def2-TZVPD basis set
C -0.989 1.575 0.527
C -1.630 0.195 0.215
S -0.977 -1.409 0.897
C 0.488 1.549 0.284
N 1.391 1.419 1.301
O 0.925 1.854 -0.823
H -1.133 1.730 1.624
H -1.376 2.344 -0.120
H -1.342 0.030 -0.843
H -2.712 0.269 0.342
H 2.355 1.363 1.027
H 1.165 1.258 2.266
H 1.593 -1.922 -1.266
H 1.873 -1.359 0.108
O 2.299 -1.835 -0.625
H -1.048 -1.806 -1.922
H -0.354 -2.633 -1.008
O -0.530 -2.622 -1.982
```

As for the charge: -1. For the HOMO-LUMO gap, the calculation gives 7.1 eV. The relative energy (zero: lowest compared OMol25 entry of this formula, charge and spin) is 13.2 kcal per mole.

The following is a DFT calculation (ωB97M-V with the def2-TZVPD basis set) of a molecular structure, C50H62N7Tl.

Geometry as XYZ:
```
120
C50H62N7Tl, DFT ωB97M-V with the def2-TZVPD basis set
Tl -0.820 -0.371 0.807
C -0.156 6.271 1.723
C -1.057 5.063 1.997
C -1.005 4.053 0.893
C -1.963 3.816 -0.064
C -3.305 4.468 -0.178
C -4.386 3.698 0.586
C -1.551 2.713 -0.868
C -2.273 2.057 -1.846
C -2.078 0.759 -2.337
C -2.738 0.206 -3.514
C -3.675 0.951 -4.411
C -2.952 1.946 -5.323
C -2.257 -1.057 -3.652
C -1.328 -1.262 -2.543
C -0.561 -2.411 -2.371
C 0.455 -2.636 -1.445
N 0.799 -1.785 -0.451
C 1.920 -2.281 0.115
C 2.692 -1.623 1.077
C 2.577 -0.309 1.513
N 1.643 0.578 1.087
C 1.911 1.741 1.705
C 1.138 2.902 1.563
C 0.054 3.112 0.730
N -0.291 2.348 -0.388
C 3.069 1.614 2.585
C 3.491 0.330 2.460
C 4.610 -0.356 3.175
C 4.119 -1.248 4.319
C 3.616 2.701 3.456
C 2.819 2.865 4.753
C 2.282 -3.553 -0.500
C 1.367 -3.773 -1.481
C 1.288 -4.927 -2.431
C 0.142 -5.888 -2.104
C 3.489 -4.371 -0.161
C 4.736 -3.905 -0.916
N -1.270 -0.154 -1.765
C -2.603 -2.078 -4.690
C -3.567 -3.145 -4.167
H -0.179 6.972 2.557
H -0.483 6.797 0.825
H 0.878 5.963 1.563
H -2.087 5.400 2.130
H -0.766 4.588 2.937
H -3.585 4.545 -1.231
H -3.241 5.491 0.195
H -4.482 2.684 0.197
H -5.355 4.192 0.501
H -4.131 3.624 1.645
H -3.121 2.605 -2.240
H -4.421 1.479 -3.809
H -4.232 0.239 -5.022
H -2.407 2.689 -4.740
H -3.656 2.469 -5.972
H -2.226 1.428 -5.952
H -0.711 -3.193 -3.106
H 3.536 -2.179 1.469
H 1.350 3.712 2.251
H 5.298 0.393 3.573
H 5.190 -0.955 2.467
H 3.556 -0.662 5.048
H 4.955 -1.722 4.835
H 3.457 -2.032 3.949
H 3.623 3.646 2.906
H 4.657 2.484 3.698
H 1.769 3.082 4.547
H 3.221 3.675 5.364
H 2.851 1.946 5.341
H 2.233 -5.474 -2.409
H 1.179 -4.555 -3.453
H 0.233 -6.257 -1.081
H 0.146 -6.746 -2.778
H -0.827 -5.395 -2.188
H 3.291 -5.421 -0.389
H 3.675 -4.326 0.915
H 4.588 -3.992 -1.993
H 5.610 -4.498 -0.641
H 4.950 -2.857 -0.699
H -1.689 -2.557 -5.053
H -3.045 -1.580 -5.556
H -3.132 -3.686 -3.324
H -3.814 -3.868 -4.945
H -4.494 -2.687 -3.817
C -1.927 -1.675 4.763
C -2.565 -1.949 3.421
C -2.111 -3.006 2.625
C -1.075 -3.973 3.150
C -2.618 -3.173 1.331
C -2.047 -4.237 0.424
C -3.621 -2.322 0.858
C -4.205 -2.520 -0.520
C -4.077 -1.269 1.656
C -5.066 -0.280 1.086
C -3.573 -1.102 2.948
C -4.100 0.006 3.828
H -2.485 -2.127 5.588
H -1.872 -0.604 4.955
H -0.909 -2.055 4.805
H -1.243 -4.976 2.761
H -1.106 -4.043 4.235
H -0.059 -3.678 2.865
H -2.621 -5.169 0.468
H -1.014 -4.471 0.680
H -2.042 -3.901 -0.611
H -3.684 -1.917 -1.272
H -5.257 -2.236 -0.547
H -4.144 -3.560 -0.836
H -6.100 -0.625 1.185
H -4.878 -0.114 0.024
H -4.993 0.686 1.579
H -3.559 0.945 3.664
H -4.007 -0.244 4.883
H -5.154 0.198 3.637
N 4.455 3.008 -3.283
C 3.696 2.402 -2.660
N 2.904 1.659 -1.906
C 1.749 1.858 -1.520
N 0.611 1.767 -1.193
```

For the HOMO-LUMO gap (alpha / beta), the calculation gives 5.7 / 5.7 eV. The relative energy (zero: lowest compared OMol25 entry of this formula, charge and spin) is 0.0 kcal per mole.

The following is a DFT calculation (ωB97M-V with the def2-TZVPD basis set) of a molecular structure, C55H69N3OP2SSbTi.

Geometry as XYZ:
```
133
C55H69N3OP2SSbTi, DFT ωB97M-V with the def2-TZVPD basis set
Ti 0.398 -0.123 -0.311
C 3.580 -3.518 -0.597
C 2.405 -3.584 0.378
C 1.230 -4.319 -0.255
P 1.890 -1.890 0.887
C 3.407 -1.203 1.699
C 3.094 0.134 2.368
C 4.052 -2.159 2.697
C 0.700 -2.129 2.236
C 0.596 -3.283 3.014
C -0.366 -3.413 4.003
C -0.459 -4.652 4.848
C -1.247 -2.348 4.194
C -1.169 -1.198 3.433
C -0.191 -1.064 2.441
N -0.119 0.077 1.612
C -0.227 1.343 2.205
C 0.087 1.597 3.544
C 0.058 2.886 4.048
C -0.285 3.976 3.257
C -0.308 5.376 3.805
C -0.617 3.721 1.931
C -0.604 2.436 1.399
P -1.104 2.043 -0.306
C -2.938 1.840 -0.160
C -3.271 0.624 0.703
C -3.669 3.074 0.358
C -0.945 3.630 -1.231
C 0.499 4.126 -1.303
C -1.563 3.488 -2.624
H 3.916 -4.527 -0.844
H 4.436 -2.973 -0.197
H 3.273 -3.039 -1.531
H 2.721 -4.127 1.272
H 0.953 -3.845 -1.202
H 0.359 -4.323 0.402
H 1.496 -5.355 -0.473
H 4.097 -1.015 0.869
H 2.417 -0.007 3.211
H 2.627 0.850 1.691
H 4.013 0.581 2.750
H 3.344 -2.431 3.484
H 4.903 -1.673 3.176
H 4.416 -3.076 2.232
H 1.283 -4.106 2.851
H 0.212 -5.430 4.484
H -1.473 -5.056 4.845
H -0.195 -4.445 5.887
H -2.014 -2.426 4.955
H -1.872 -0.391 3.595
H 0.370 0.781 4.194
H 0.317 3.048 5.088
H -0.003 5.393 4.850
H -1.308 5.811 3.745
H 0.367 6.030 3.251
H -0.901 4.559 1.304
H -3.263 1.638 -1.184
H -3.000 0.806 1.745
H -2.738 -0.275 0.386
H -4.344 0.425 0.667
H -3.282 3.383 1.331
H -4.729 2.841 0.485
H -3.605 3.921 -0.325
H -1.529 4.372 -0.681
H 1.083 3.559 -2.028
H 1.014 4.055 -0.344
H 0.512 5.170 -1.621
H -1.155 2.635 -3.174
H -1.359 4.383 -3.216
H -2.645 3.352 -2.590
C 6.575 1.258 -4.302
C 5.946 -0.096 -4.006
C 4.838 -0.016 -2.969
N 3.665 0.641 -3.550
C 2.616 1.054 -2.862
S 2.608 0.985 -1.164
N 1.503 1.524 -3.506
C 1.162 1.668 -4.860
O -0.005 1.789 -5.140
C 2.236 1.716 -5.891
C 2.232 0.768 -6.909
C 3.192 0.835 -7.906
C 4.125 1.864 -7.905
C 4.108 2.825 -6.904
C 3.170 2.749 -5.885
H 7.366 1.170 -5.045
H 7.011 1.687 -3.398
H 5.840 1.969 -4.685
H 6.702 -0.787 -3.630
H 5.556 -0.551 -4.923
H 5.159 0.552 -2.097
H 4.539 -1.010 -2.619
H 3.630 0.685 -4.560
H 0.713 1.684 -2.889
H 1.481 -0.012 -6.909
H 3.203 0.095 -8.695
H 4.862 1.924 -8.695
H 4.824 3.636 -6.918
H 3.161 3.487 -5.091
C -4.029 -5.903 -2.323
C -2.849 -5.863 -1.595
C -2.115 -4.688 -1.525
C -2.551 -3.542 -2.184
C -3.733 -3.591 -2.917
C -4.469 -4.767 -2.983
Sb -1.369 -1.777 -2.146
C -0.028 -2.245 -3.735
C -0.497 -2.814 -4.916
C 0.386 -3.156 -5.930
C 1.750 -2.940 -5.767
C 2.226 -2.374 -4.593
C 1.338 -2.029 -3.582
C -2.723 -0.520 -3.193
C -3.953 -0.221 -2.605
C -4.847 0.633 -3.234
C -4.512 1.210 -4.453
C -3.290 0.921 -5.041
C -2.403 0.053 -4.417
H -4.603 -6.818 -2.377
H -2.499 -6.746 -1.078
H -1.202 -4.678 -0.947
H -4.088 -2.720 -3.450
H -5.387 -4.791 -3.555
H -1.557 -3.005 -5.047
H 0.012 -3.604 -6.841
H 2.441 -3.219 -6.553
H 3.291 -2.217 -4.456
H 1.727 -1.606 -2.657
H -4.225 -0.653 -1.648
H -5.802 0.849 -2.772
H -5.205 1.880 -4.945
H -3.020 1.371 -5.988
H -1.459 -0.162 -4.897
```

As for the charge: +1. For the HOMO-LUMO gap (alpha / beta), the calculation gives 6.6 / 6.8 eV. As for the spin multiplicity: 3. The relative energy (zero: lowest compared OMol25 entry of this formula, charge and spin) is 0.0 kcal per mole.